#i
# C20H20N4

4 unconnected molecules or ions with the total composition C20H20N4 (ωB97M-V/def2-TZVPD, OMol25).

Output
Orbital gap = 0.3138 Ha
E_LUMO = 0.300 eV
Structure (SMILES) = c1ccncc1.c1ccncc1.c1ccncc1.c1ccncc1

Each line ends with the natural charge from an NBO analysis.
Cartesian coordinates (Å):
C (-6.40548, 15.86450, 0.91496)  -0.188
C (-6.75026, 15.20867, -0.24418)  -0.264
C (-6.81897, 13.78907, -0.17447)  0.024
N (-6.63073, 13.09401, 0.93623)  -0.484
C (-6.30486, 13.77621, 2.02696)  0.012
C (-6.23298, 15.14632, 2.09870)  -0.210
H (-6.35637, 16.93938, 1.00776)  0.219
H (-7.02733, 15.74395, -1.14034)  0.225
H (-7.06468, 13.27982, -1.09463)  0.193
H (-6.16452, 13.12914, 2.88020)  0.234
H (-6.03690, 15.57527, 3.07027)  0.248
C (-1.85471, 14.85362, 1.91880)  -0.176
C (-2.92980, 14.28694, 1.18502)  -0.229
C (-4.17340, 14.07447, 1.80220)  0.003
N (-4.32311, 14.36033, 3.10671)  -0.512
C (-3.31300, 14.93666, 3.79773)  0.033
C (-2.03848, 15.16965, 3.27197)  -0.268
H (-0.81749, 14.95868, 1.63677)  0.226
H (-2.84961, 14.06900, 0.13028)  0.234
H (-4.98801, 13.59799, 1.27705)  0.263
H (-3.69882, 15.15943, 4.78156)  0.201
H (-1.24429, 15.31520, 3.98924)  0.234
C (-3.69986, 10.47289, 0.30190)  -0.163
C (-2.44854, 9.91085, 0.34556)  -0.282
C (-1.53177, 10.36555, 1.22351)  0.037
N (-1.83327, 11.38054, 2.03324)  -0.440
C (-3.00379, 12.08485, 1.85569)  -0.009
C (-4.02561, 11.62724, 1.06574)  -0.229
H (-4.40574, 10.07550, -0.41240)  0.209
H (-2.11938, 9.30720, -0.48730)  0.212
H (-0.49867, 10.05979, 1.14855)  0.191
H (-3.22577, 12.92502, 2.49696)  0.225
H (-4.95172, 12.17303, 0.96166)  0.217
C (1.05242, 13.74203, 5.68086)  -0.144
C (0.06791, 14.41514, 4.89851)  -0.286
C (0.51606, 15.53165, 4.11763)  -0.011
N (1.78290, 16.00128, 4.16031)  -0.402
C (2.70871, 15.23089, 4.86903)  0.034
C (2.37081, 14.13557, 5.62540)  -0.268
H (0.77121, 12.90566, 6.30359)  0.221
H (-0.95352, 14.07146, 4.82801)  0.241
H (-0.08767, 16.04385, 3.38308)  0.209
H (3.73443, 15.56533, 4.81939)  0.198
H (3.19284, 13.58790, 6.06211)  0.224

***

#ii
# C20H20N4

A single C20H20N4 molecule (ωB97M-V/def2-TZVPD, OMol25).

Output
Orbital gap = 0.3141 Ha
E_LUMO = -0.133 eV
Structure (SMILES) = N#Cc1ncc2cc(Cc3ccccc3)n(C3CCCCC3)c2n1

Each line ends with the natural charge from an NBO analysis.
Cartesian coordinates (Å):
N (-6.00563, 0.64913, -3.09751)  -0.259
C (-5.01920, 0.06185, -2.91742)  0.248
C (-3.80381, -0.54205, -2.51627)  0.256
N (-3.48991, -1.83020, -2.79041)  -0.423
C (-2.43434, -2.43958, -2.17466)  0.098
C (-1.52385, -1.62519, -1.45919)  -0.131
C (-0.31417, -1.93359, -0.68132)  -0.299
C (0.19446, -0.76424, -0.18464)  0.229
C (1.62912, -0.59523, 0.36955)  -0.457
C (2.33343, -1.94736, 0.70025)  -0.005
C (2.47287, -2.39587, 2.02486)  -0.216
C (3.22089, -3.62409, 2.21109)  -0.200
C (3.63877, -4.36202, 1.04655)  -0.221
C (3.36004, -3.88753, -0.28905)  -0.196
C (2.77415, -2.61947, -0.45670)  -0.232
N (-0.84133, 0.22570, -0.41828)  -0.376
C (-0.84177, 1.64666, -0.07510)  -0.037
C (-0.74483, 1.78744, 1.47580)  -0.417
C (-1.22157, 3.13967, 1.89002)  -0.410
C (-0.75716, 4.36606, 0.99887)  -0.399
C (0.33058, 3.89470, -0.05123)  -0.400
C (0.07348, 2.60781, -0.79995)  -0.411
C (-1.83428, -0.31304, -1.27834)  0.371
N (-2.90789, 0.23360, -1.83240)  -0.429
H (-2.38193, -3.47422, -2.27336)  0.205
H (0.18268, -2.91981, -0.61950)  0.239
H (1.38089, -0.03057, 1.24847)  0.225
H (2.22632, 0.04760, -0.31497)  0.235
H (2.02170, -1.69365, 2.70986)  0.224
H (3.45559, -4.09528, 3.15052)  0.221
H (4.28240, -5.22116, 1.14504)  0.218
H (3.46613, -4.55928, -1.21549)  0.222
H (2.66565, -2.20157, -1.44280)  0.223
H (-1.82179, 1.98276, -0.28143)  0.224
H (0.24943, 1.72043, 1.95288)  0.198
H (-1.41992, 1.03447, 1.98240)  0.225
H (-0.97553, 3.33868, 2.93026)  0.207
H (-2.31333, 3.14197, 1.98270)  0.206
H (-0.32806, 5.10058, 1.67965)  0.209
H (-1.54867, 4.90360, 0.48904)  0.203
H (0.52677, 4.72759, -0.72070)  0.224
H (1.19516, 3.66339, 0.65259)  0.195
H (-0.27991, 2.66143, -1.80850)  0.219
H (1.12835, 2.13989, -0.94120)  0.195

***

Energies, relative to the best one, in hartree: #i 0.2426; #ii 0.0000.

***

#i
# C6H8N2O

A single C6H8N2O molecule (ωB97M-V/def2-TZVPD, OMol25).

Output
Orbital gap = 0.3436 Ha
E_LUMO = 0.419 eV
Structure (SMILES) = C[C@@]1(C(N)=O)C=CC=N1

Each line ends with the natural charge from an NBO analysis.
Cartesian coordinates (Å):
C (0.30865, 1.70737, -1.01682)  -0.617
C (-0.11759, 0.54202, -0.23839)  -0.007
C (1.44800, -0.34195, 0.35423)  0.763
N (1.59426, -1.42821, -0.37459)  -0.841
O (2.14819, 0.11408, 1.14799)  -0.571
C (-0.70612, 0.54676, 1.14199)  -0.167
C (-1.71957, -0.36419, 1.17248)  -0.316
C (-1.64123, -1.08780, -0.11218)  0.050
N (-0.80203, -0.56700, -0.95522)  -0.466
H (0.87481, 2.33949, -0.26322)  0.226
H (-0.51422, 2.14667, -1.37693)  0.215
H (1.08887, 1.57422, -1.84792)  0.231
H (0.77193, -1.65396, -0.95240)  0.433
H (2.25713, -2.13012, -0.17934)  0.397
H (-0.45801, 1.19197, 2.00313)  0.242
H (-2.44278, -0.67184, 1.99503)  0.233
H (-2.09031, -1.91751, -0.49784)  0.196

***

#ii
# C6H8N2O

A single C6H8N2O molecule (ωB97M-V/def2-TZVPD, OMol25).

Output
Orbital gap = 0.4029 Ha
E_LUMO = 0.645 eV
Structure (SMILES) = CC1(C)OC=N[C@H]1C#N

Each line ends with the natural charge from an NBO analysis.
Cartesian coordinates (Å):
C (-1.60347, 0.50501, 0.94642)  -0.630
C (-0.45272, -0.02029, 0.01970)  0.282
C (-0.29729, 0.81303, -1.32269)  -0.636
O (-0.69219, -1.41703, -0.31095)  -0.513
C (0.47953, -2.10327, -0.30430)  0.353
N (1.55702, -1.56396, 0.06910)  -0.421
C (0.95032, -0.03545, 0.72475)  -0.224
C (1.93909, 0.89128, 0.22353)  0.261
N (2.74558, 1.59684, -0.19893)  -0.295
H (-1.41324, 0.01147, 1.94595)  0.216
H (-2.52308, 0.10153, 0.42742)  0.236
H (-1.48606, 1.58360, 1.02595)  0.226
H (0.44464, 0.17710, -1.74149)  0.232
H (0.14854, 1.80078, -0.96480)  0.226
H (-1.28773, 0.95409, -1.68377)  0.226
H (0.44002, -3.14962, -0.65832)  0.208
H (1.05104, -0.14511, 1.80243)  0.254

***

Energies, relative to the best one, in hartree: #i 0.0000; #ii 0.0088.

***

#i
# C6H8N2O

A molecular structure, C6H8N2O (ωB97M-V/def2-TZVPD, OMol25).

Output
Orbital gap = 0.3415 Ha
E_LUMO = 0.704 eV

Each line ends with the natural charge from an NBO analysis.
Cartesian coordinates (Å):
C (2.47550, -0.96051, 0.14670)  -0.729
C (1.47784, 0.12867, -0.14447)  0.541
C (0.07680, -0.37931, -0.26680)  0.162
C (-1.67502, -1.59563, -0.20358)  -0.061
C (-2.13654, -0.21537, -0.03337)  -0.089
C (-0.94456, 1.97299, 0.08933)  -0.386
H (2.44240, -1.27102, 1.45305)  0.222
H (3.54994, -0.60319, 0.11668)  0.233
H (2.51856, -2.03464, -0.27997)  0.275
H (-2.34161, -2.35278, -0.27245)  0.193
H (-3.19282, 0.28977, -0.07413)  0.228
H (-0.20017, 2.42859, 0.78120)  0.222
H (-0.55757, 2.21320, -0.78223)  0.215
H (-1.88613, 2.36625, 0.21646)  0.204
N (-0.37746, -1.64651, -0.23412)  -0.416
N (-0.97687, 0.47684, 0.01217)  -0.292
O (1.74769, 1.18266, -0.52449)  -0.521

***

#ii
# C6H8N2O

A single C6H8N2O molecule (ωB97M-V/def2-TZVPD, OMol25).

Output
Orbital gap = 0.3647 Ha
E_LUMO = 0.775 eV
Structure (SMILES) = N/N=C1\CC=C[C@@H]2O[C@@H]12

Each line ends with the natural charge from an NBO analysis.
Cartesian coordinates (Å):
N (0.28376, -2.18540, 1.75975)  -0.721
N (0.74035, -0.77922, 1.88084)  -0.269
C (0.47167, -0.09598, 0.87440)  0.265
C (-0.34481, -0.92192, -0.39062)  -0.489
C (-0.73518, 0.06188, -1.69251)  -0.186
C (-0.47780, 1.40612, -1.61946)  -0.256
C (0.07837, 2.00746, -0.14659)  0.097
O (1.31038, 2.60660, 0.34846)  -0.422
C (1.09146, 1.16514, 0.36187)  -0.058
H (-0.80569, -2.08009, 1.75463)  0.367
H (0.82765, -2.75646, 2.63985)  0.395
H (0.15297, -1.89039, -0.69243)  0.257
H (-1.22019, -1.08608, 0.13481)  0.196
H (-0.99732, -0.24862, -2.59707)  0.191
H (-0.98407, 1.67630, -2.67018)  0.239
H (-0.98972, 2.15530, 0.51914)  0.199
H (1.59818, 0.96537, -0.46489)  0.194

***

#iii
# C6H8N2O

A molecular structure, C6H8N2O (ωB97M-V/def2-TZVPD, OMol25).

Output
Orbital gap = 0.3547 Ha
E_LUMO = 0.675 eV

Each line ends with the natural charge from an NBO analysis.
Cartesian coordinates (Å):
C (-2.42363, -1.15992, -0.55471)  -0.204
C (-0.35641, -0.24515, -0.31986)  0.489
C (0.02853, 2.08270, -0.19088)  -0.047
C (1.15117, 1.90488, 0.52222)  -0.007
C (0.92467, -0.35498, 0.39791)  0.151
C (1.36128, -1.79935, 0.63987)  -0.625
H (-2.84929, -0.01287, -1.07515)  0.206
H (-2.67076, -2.19503, -0.89179)  0.205
H (-2.70491, -1.04618, 0.28035)  0.133
H (-0.35652, 2.92508, -0.39608)  0.188
H (2.14411, 2.84916, 0.77271)  0.199
H (1.28314, -2.71431, -0.26294)  0.243
H (2.14753, -1.73773, 1.21172)  0.207
H (0.54311, -2.44703, 1.35489)  0.209
N (-0.76042, 1.02110, -0.51723)  -0.457
N (1.65552, 0.64617, 0.84752)  -0.405
O (-0.98948, -1.23264, -0.78414)  -0.485

***

Energies, relative to the best one, in hartree: #i 0.0000; #ii 0.2517; #iii 0.1280.

***

#i
# C7H10

A molecular structure, C7H10 (ωB97M-V/def2-TZVPD, OMol25).

Output
Orbital gap = 0.2983 Ha
E_LUMO = 0.621 eV

Each line ends with the natural charge from an NBO analysis.
Cartesian coordinates (Å):
C (2.08349, -0.06348, 0.12973)  -0.628
C (0.58085, 0.00864, -0.00283)  -0.034
C (-0.35783, -0.82889, 0.87188)  -0.394
C (-1.52904, -0.40827, -0.03855)  -0.355
C (-0.88595, -0.89318, -1.35353)  -0.335
C (-1.41211, 1.12409, 0.06034)  -0.149
C (-0.10438, 1.36701, 0.00413)  -0.258
H (2.58548, 0.51529, -0.65223)  0.222
H (2.37560, 0.35532, 1.10108)  0.229
H (2.43968, -1.09688, 0.08608)  0.226
H (-0.40484, -0.48790, 1.91080)  0.210
H (-0.14845, -1.90103, 0.81601)  0.223
H (-2.51946, -0.83542, 0.14440)  0.232
H (-1.04305, -0.12073, -2.12852)  0.145
H (0.36255, -0.70601, -1.05591)  0.222
H (-2.23176, 1.83231, 0.11468)  0.219
H (0.42521, 2.31324, -0.01027)  0.224

***

#ii
# C7H10

A single C7H10 molecule (ωB97M-V/def2-TZVPD, OMol25).

Output
Orbital gap = 0.1840 Ha
E_LUMO = -1.592 eV

Each line ends with the natural charge from an NBO analysis.
Cartesian coordinates (Å):
C (0.01484, -1.03854, -1.97557)  -0.257
C (1.14093, -1.82994, -2.24807)  -0.390
C (1.17740, 0.06795, -0.14075)  -0.356
C (0.06697, 0.00343, -1.06275)  -0.072
C (-0.35311, 0.24428, 0.42406)  -0.264
C (-0.82703, 1.47374, 0.96538)  -0.108
C (-1.12163, 1.35319, 2.42386)  -0.678
H (-0.66989, -1.23985, -2.81665)  0.225
H (0.96123, -2.70596, -2.86245)  0.183
H (2.10977, -1.38631, -2.48697)  0.204
H (1.78501, 0.94313, -0.02690)  0.235
H (1.66248, -0.90437, 0.06214)  0.196
H (-0.78756, -0.71796, 0.79781)  0.186
H (-1.48158, 2.02888, 0.32669)  0.221
H (-1.93343, 0.56232, 2.58624)  0.223
H (-0.29256, 0.92429, 3.02221)  0.225
H (-1.45184, 2.22173, 3.01171)  0.227

***

#iii
# C7H10

A single C7H10 molecule (ωB97M-V/def2-TZVPD, OMol25).

Output
Orbital gap = 0.3452 Ha
E_LUMO = 1.063 eV
Structure (SMILES) = C[C@]12C=C[C@H](C1)C2

Each line ends with the natural charge from an NBO analysis.
Cartesian coordinates (Å):
C (-0.35077, 1.72102, -0.99378)  -0.624
C (-0.00157, 0.40453, -0.28439)  -0.044
C (0.62603, -0.71905, -1.06083)  -0.204
C (0.63134, -1.73592, -0.20154)  -0.213
C (0.00185, -1.13911, 1.08880)  -0.268
C (0.83205, 0.15690, 1.16057)  -0.388
C (-1.13617, -0.30510, 0.49850)  -0.383
H (0.51296, 2.20412, -1.46187)  0.214
H (-1.07480, 1.51994, -1.80260)  0.220
H (-0.84117, 2.46082, -0.34359)  0.213
H (1.04119, -0.59744, -2.05239)  0.219
H (1.04255, -2.72507, -0.33175)  0.216
H (-0.17784, -1.84392, 1.90716)  0.213
H (1.91101, -0.02227, 1.30166)  0.208
H (0.47107, 1.12661, 1.41409)  0.213
H (-1.87704, -0.83988, -0.09606)  0.205
H (-1.61069, 0.33381, 1.25802)  0.202

***

#iv
# C7H10

A molecular structure, C7H10 (ωB97M-V/def2-TZVPD, OMol25).

Output
Orbital gap (alpha / beta) = 0.2723 / 0.3117 Ha
E_LUMO (alpha / beta) = 0.109 / 0.263 eV

Each line ends with the natural charge from an NBO analysis.
Cartesian coordinates (Å):
C (-1.50213, 0.63574, 0.07682)  -0.443
C (-0.31083, 0.40992, 1.03788)  0.066
C (0.16559, -0.93948, 0.80699)  -0.244
C (0.62230, -0.77477, -0.62069)  -0.260
C (1.75499, 0.25159, -0.42532)  -0.401
C (0.59852, 1.15957, -0.01396)  -0.257
C (-0.36850, 0.45031, -0.98063)  -0.211
H (-2.35089, -0.04586, 0.18825)  0.216
H (-1.85626, 1.67425, 0.01515)  0.219
H (-1.84772, -1.57782, 1.55090)  -0.017
H (-1.17958, -1.58464, 1.11919)  0.025
H (0.62209, -1.59797, 1.54479)  0.234
H (0.72765, -1.65931, -1.25248)  0.222
H (2.55275, 0.01194, 0.28986)  0.205
H (2.18071, 0.55770, -1.38149)  0.209
H (0.66014, 2.24937, 0.06506)  0.218
H (-0.46881, 0.77948, -2.02032)  0.218

***

Energies, relative to the best one, in hartree: #i 0.0854; #ii 0.1725; #iii 0.0000; #iv 0.1675.

***

#i
# C7H10

A single C7H10 molecule (ωB97M-V/def2-TZVPD, OMol25).

Output
Orbital gap = 0.3870 Ha
E_LUMO = 1.196 eV
Structure (SMILES) = C1[C@@H]2CC3(CC3)[C@H]12

Each line ends with the natural charge from an NBO analysis.
Cartesian coordinates (Å):
C (1.60326, 0.82463, 0.60014)  -0.420
C (1.54553, -0.64699, 0.31197)  -0.215
C (0.57610, -0.93525, -0.83621)  -0.383
C (-0.49833, -0.14557, -0.06708)  -0.054
C (-1.97569, -0.35121, -0.11098)  -0.408
C (-1.37485, 0.94884, -0.58690)  -0.423
C (0.44354, 0.02226, 1.11170)  -0.223
H (1.41936, 1.53830, -0.20407)  0.208
H (2.34679, 1.13940, 1.32683)  0.221
H (2.31807, -1.32367, 0.66609)  0.217
H (0.32373, -1.99975, -0.89959)  0.210
H (0.86225, -0.56875, -1.82999)  0.197
H (-2.36010, -1.03023, -0.86940)  0.213
H (-2.54586, -0.34768, 0.81448)  0.215
H (-1.36946, 1.16741, -1.65139)  0.212
H (-1.48675, 1.82104, 0.05389)  0.214
H (0.20491, -0.08096, 2.16696)  0.221

***

#ii
# C7H10

A single C7H10 molecule (ωB97M-V/def2-TZVPD, OMol25).

Output
Orbital gap (alpha / beta) = 0.3036 / 0.3034 Ha
E_LUMO (alpha / beta) = -0.336 / -0.333 eV

Each line ends with the natural charge from an NBO analysis.
Cartesian coordinates (Å):
C (1.76484, -0.80823, 0.48756)  -0.617
C (1.04629, 0.52654, 0.48880)  -0.219
C (0.23074, 1.08264, -0.65234)  -0.216
C (-0.55771, -0.00689, -1.39349)  -0.408
C (-1.24679, -0.41349, -0.05344)  -0.425
C (-2.70247, -0.26248, 0.06649)  0.031
C (-0.43747, 0.72298, 0.67207)  -0.211
H (2.73199, -0.72339, -0.02745)  0.218
H (1.95461, -1.14832, 1.51547)  0.214
H (1.19002, -1.59015, -0.02459)  0.207
H (1.60617, 1.31084, 1.00717)  0.222
H (0.41541, 2.08160, -1.04794)  0.220
H (0.03473, -0.77154, -1.91663)  0.202
H (-1.30616, 0.41044, -2.07848)  0.228
H (-0.98628, -1.41506, 0.35511)  0.249
H (-2.89097, -0.38356, 1.16501)  0.082
H (-0.85481, 1.37977, 1.43672)  0.225

***

#iii
# C7H10

2 unconnected molecules or ions with the total composition C7H10 (ωB97M-V/def2-TZVPD, OMol25).

Output
Orbital gap = 0.3519 Ha
E_LUMO = 1.084 eV
Structure (SMILES) = C1=CC2(C=C1)CC2.[H][H]

Each line ends with the natural charge from an NBO analysis.
Cartesian coordinates (Å):
C (1.82607, 0.52368, 0.40184)  -0.241
C (0.56919, 0.92154, 0.69050)  -0.180
C (-0.37238, -0.09126, 0.15954)  -0.153
C (0.47633, -0.99993, -0.64485)  -0.172
C (1.76809, -0.67275, -0.43185)  -0.244
C (-1.38953, -0.70321, 1.11999)  -0.365
C (-1.85724, 0.11193, -0.03100)  -0.387
H (2.74032, 1.01654, 0.71325)  0.217
H (0.26793, 1.79778, 1.25513)  0.217
H (0.09141, -1.80230, -1.26585)  0.215
H (2.63379, -1.18654, -0.83436)  0.217
H (-1.50166, -1.78116, 1.08056)  0.221
H (-1.42750, -0.27741, 2.11676)  0.221
H (-2.25441, 1.10446, 0.16734)  0.223
H (-2.32746, -0.40020, -0.86723)  0.223
H (0.38282, 1.52590, -1.59531)  -0.005
H (0.34731, 0.92134, -2.03390)  -0.006

***

Energies, relative to the best one, in hartree: #i 0.0000; #ii 0.1135; #iii 0.0084.